Entry 1:
{
  "formula": "C38H37NO23",
  "method": "ωB97M-V/def2-TZVPD",
  "gap_ev": 7.964,
  "lumo_energy_ha": -0.061,
  "smiles": "CC(C)C[C@@H](C)CONC(=O)O.O=C1C=C(O)C(=O)C=C1O.O=C1C=C(O)C(=O)C=C1O.O=C1C=C(O)C(=O)C=C1O.O=C1C=C(O)C(=O)C=C1O.O=C1C=C(O)C(=O)C=C1O",
  "elements": ["C", "C", "C", "C", "C", "C", "C", "O", "N", "C", "O", "O", "H", "H", "H", "H", "H", "H", "H", "H", "H", "H", "H", "H", "H", "H", "H", "H", "H", "C", "C", "C", "O", "C", "C", "C", "O", "O", "O", "H", "H", "H", "H", "C", "C", "C", "O", "C", "C", "C", "O", "O", "O", "H", "H", "H", "H", "C", "C", "C", "O", "C", "C", "C", "O", "O", "O", "H", "H", "H", "H", "C", "C", "C", "O", "C", "C", "C", "O", "O", "O", "H", "H", "H", "H", "C", "C", "C", "O", "C", "C", "C", "O", "O", "O", "H", "H", "H", "H"],
  "positions_angstrom": [[-1.22919, 3.42213, 1.03037], [-1.22213, 1.88740, 0.98171], [-2.59923, 1.41478, 0.53113], [-0.12940, 1.47616, 0.00045], [-0.06544, -0.03283, -0.29303], [-0.14034, -0.28709, -1.79807], [1.26611, -0.59963, 0.20382], [1.23434, -1.98460, 0.52953], [0.56564, -2.22576, 1.73794], [1.28775, -1.81683, 2.86774], [0.90229, -0.93538, 3.62679], [2.46462, -2.47587, 3.04515], [-1.85466, 3.80238, 1.82708], [-0.21105, 3.78023, 1.14371], [-1.58198, 3.78836, 0.07366], [-0.98335, 1.52890, 1.97926], [-2.73351, 0.36856, 0.79244], [-3.35355, 1.97065, 1.07393], [-2.72750, 1.51424, -0.53513], [0.81928, 1.83933, 0.38603], [-0.32040, 1.99835, -0.93336], [-0.90624, -0.53673, 0.16949], [0.01593, -1.33951, -1.97093], [0.62786, 0.31049, -2.27551], [-1.08987, 0.04653, -2.20250], [1.97735, -0.53371, -0.61253], [1.66073, 0.01467, 1.00457], [-0.37286, -1.85437, 1.76045], [2.30196, -3.32079, 3.46688], [4.38601, -5.83519, 2.84262], [3.31909, -6.34744, 3.46538], [3.02124, -7.81999, 3.46558], [2.03689, -8.19276, 4.07413], [3.91703, -8.70492, 2.74319], [4.98564, -8.19637, 2.11546], [5.29562, -6.72406, 2.13514], [6.29418, -6.34976, 1.55472], [5.84799, -8.93580, 1.43587], [2.43704, -5.60794, 4.13310], [4.60941, -4.77679, 2.83686], [3.68677, -9.76060, 2.73696], [6.52019, -8.31987, 1.08965], [1.77109, -6.23120, 4.48141], [7.12295, 0.43968, 0.00767], [5.99215, 1.04539, 0.39150], [4.83662, 0.27699, 0.97123], [3.85019, 0.90490, 1.30923], [4.95119, -1.16458, 1.09266], [6.08170, -1.77111, 0.70688], [7.24831, -1.00175, 0.14812], [8.24195, -1.62929, -0.16198], [6.26418, -3.07984, 0.78687], [5.79859, 2.35290, 0.29658], [7.96053, 0.98135, -0.40789], [4.10896, -1.70971, 1.49875], [7.16289, -3.25140, 0.44958], [4.90458, 2.51953, 0.64865], [-5.78269, 2.67468, -1.59024], [-7.04224, 2.83890, -2.01657], [-7.45251, 4.01986, -2.85482], [-8.61213, 4.08079, -3.21192], [-6.44696, 5.01513, -3.18546], [-5.19009, 4.85155, -2.75615], [-4.77701, 3.65946, -1.93690], [-3.61170, 3.58836, -1.58872], [-4.21678, 5.71632, -3.01202], [-8.01753, 1.98897, -1.74121], [-5.47756, 1.83073, -0.98781], [-6.75392, 5.86705, -3.77509], [-3.40910, 5.35643, -2.59979], [-8.81741, 2.34513, -2.17143], [-5.64438, 6.92921, 2.27012], [-4.76277, 6.54914, 1.33743], [-3.37461, 7.12424, 1.26647], [-2.63996, 6.71000, 0.39050], [-2.99721, 8.13757, 2.23504], [-3.87833, 8.52019, 3.16880], [-5.26008, 7.92920, 3.25191], [-5.98895, 8.32346, 4.14066], [-3.61203, 9.43770, 4.08519], [-5.02634, 5.64463, 0.40596], [-6.64296, 6.52034, 2.32906], [-2.00294, 8.55534, 2.16757], [-4.41666, 9.51741, 4.63060], [-4.20263, 5.56049, -0.11459], [-0.16776, -5.67657, -4.18375], [0.16260, -5.41266, -5.45436], [1.06337, -4.26508, -5.82235], [1.32363, -4.10968, -6.99999], [1.56470, -3.41265, -4.75970], [1.23336, -3.67442, -3.48775], [0.34998, -4.83581, -3.11774], [0.11042, -5.00901, -1.93931], [1.64851, -2.94231, -2.46689], [-0.26811, -6.12988, -6.48136], [-0.81273, -6.49909, -3.90967], [2.19914, -2.58251, -5.03570], [1.27008, -3.34906, -1.66018], [0.12410, -5.72397, -7.27683]],
  "atomic_forces_ev_per_a": [[0.3581, -0.5453, -0.2111], [-0.0236, 0.9560, -0.4224], [0.4082, -0.6431, 0.8000], [-0.4521, -0.4515, 0.2198], [0.5920, 0.3485, -0.4758], [-0.3362, 0.2773, 0.5747], [-0.3667, 0.4986, -0.1093], [-0.0611, -0.6342, -0.0023], [0.2039, -0.2855, 0.4182], [-0.5691, 1.7773, 1.2766], [0.5119, -1.7948, -1.2111], [0.0582, 0.6506, -0.2092], [-0.1516, 0.1661, 0.1798], [0.1457, 0.2569, 0.2564], [-0.2318, 0.2475, -0.1596], [-0.0229, -0.3207, 0.1886], [-0.1725, -0.2403, -0.0423], [-0.3575, 0.1644, -0.0905], [-0.1109, 0.2482, -0.2974], [0.2898, 0.0353, -0.0413], [-0.0088, 0.2132, -0.2010], [-0.1114, -0.1537, 0.3170], [-0.0253, -0.2164, -0.4410], [0.3036, -0.0875, -0.2689], [-0.2684, -0.1158, -0.1134], [0.2874, -0.0962, -0.1321], [0.0875, -0.2343, 0.5010], [-0.0610, 0.4143, -0.3045], [-0.0796, -0.6213, 0.0501], [0.1233, 0.0901, -0.0647], [0.1785, 0.2266, -0.0926], [0.2093, -0.3541, -0.1946], [-0.1554, 0.1371, 0.1083], [-0.1546, -0.0350, 0.1022], [-0.1486, -0.2294, 0.0506], [-0.2396, 0.3546, 0.1907], [0.1756, -0.1402, -0.1311], [0.0686, 0.0290, -0.0347], [-0.0600, 0.1205, -0.0099], [0.0072, 0.0042, -0.0156], [0.0246, -0.0106, -0.0097], [0.0740, 0.0569, -0.0330], [-0.0670, -0.0693, 0.0380], [0.1354, -0.1189, -0.0431], [0.2390, 0.0515, -0.0967], [-0.0548, -0.5882, 0.1050], [0.0291, 0.3619, -0.0353], [-0.1853, 0.1149, 0.0280], [-0.2266, -0.0048, 0.0794], [0.0422, 0.4289, -0.0723], [0.0301, -0.2174, 0.0016], [0.0372, -0.0014, -0.0050], [-0.0667, 0.0395, 0.0193], [-0.0048, 0.0245, 0.0076], [0.0303, -0.0075, 0.0068], [0.0910, -0.0877, -0.0097], [-0.0900, 0.0206, 0.0484], [0.2163, -0.0196, 0.0112], [0.1594, -0.1642, 0.1410], [0.2573, 0.3749, -0.1445], [-0.1757, -0.1469, 0.0575], [-0.1927, -0.0130, -0.0575], [-0.1029, 0.1739, -0.1735], [-0.3584, -0.3930, 0.1802], [0.1508, 0.3273, -0.1269], [0.0422, -0.0314, 0.0713], [-0.0744, 0.0087, -0.0264], [-0.0235, -0.0093, 0.0050], [0.0241, 0.0104, -0.0049], [0.0918, -0.0265, 0.0134], [-0.0852, 0.0317, -0.0457], [-0.1015, 0.0775, 0.1479], [-0.2608, -0.0442, 0.0947], [0.2188, 0.3574, 0.2651], [-0.0600, -0.1435, -0.1899], [0.1104, -0.0926, -0.1516], [0.2542, 0.0417, -0.0922], [-0.2123, -0.3251, -0.2739], [0.0466, 0.1700, 0.1546], [-0.0501, 0.0153, 0.0503], [0.0718, -0.0392, -0.0935], [0.0029, -0.0201, -0.0129], [0.0023, 0.0120, 0.0287], [-0.0824, 0.0072, 0.0645], [0.1260, -0.0740, 0.0066], [-0.0199, -0.0033, 0.1868], [-0.1468, -0.1754, 0.1532], [0.2089, 0.3363, 0.2719], [-0.0865, -0.1226, -0.1778], [0.0129, 0.0022, -0.2029], [0.1735, 0.1905, -0.1470], [-0.2151, -0.3108, -0.2677], [0.0590, 0.1301, 0.1792], [0.0083, -0.2289, 0.1185], [0.0186, 0.0092, -0.0681], [0.0005, -0.0154, -0.0217], [0.0126, 0.0064, 0.0269], [0.0539, 0.0655, 0.1486], [0.0472, 0.0411, -0.0852]],
  "lowdin_charge": [-0.076, -0.407, -0.078, -0.150, -0.326, -0.048, -0.172, -0.102, 0.069, -0.527, 0.120, 0.088, 0.075, 0.077, 0.061, 0.136, 0.069, 0.078, 0.062, 0.115, 0.118, 0.116, 0.058, 0.090, 0.080, 0.132, 0.099, 0.130, 0.090, 0.085, -0.229, -0.314, 0.112, 0.077, -0.238, -0.305, 0.115, 0.121, 0.103, 0.131, 0.137, 0.120, 0.123, 0.075, -0.237, -0.301, 0.097, 0.086, -0.230, -0.313, 0.111, 0.114, 0.118, 0.135, 0.113, 0.120, 0.118, 0.082, -0.233, -0.311, 0.113, 0.080, -0.246, -0.320, 0.088, 0.120, 0.124, 0.134, 0.138, 0.120, 0.121, 0.079, -0.229, -0.308, 0.108, 0.077, -0.239, -0.314, 0.111, 0.120, 0.111, 0.136, 0.136, 0.120, 0.090, 0.074, -0.241, -0.317, 0.107, 0.077, -0.237, -0.313, 0.115, 0.093, 0.117, 0.135, 0.135, 0.107, 0.119]
}

Entry 2:
{
  "formula": "C38H38CrNO4Si",
  "method": "ωB97M-V/def2-TZVPD",
  "gap_ev": [6.885, 5.077],
  "lumo_energy_ha": [-0.215, -0.300],
  "charge": 2,
  "multiplicity": 4,
  "elements": ["C", "Si", "C", "C", "O", "C", "C", "C", "C", "C", "C", "C", "C", "C", "C", "C", "C", "C", "C", "C", "C", "C", "N", "H", "H", "H", "H", "H", "H", "H", "H", "H", "H", "H", "H", "H", "H", "H", "H", "H", "H", "H", "H", "H", "H", "H", "H", "H", "H", "H", "O", "C", "Cr", "C", "O", "C", "O", "C", "C", "C", "C", "C", "C", "C", "C", "C", "C", "C", "C", "C", "C", "C", "H", "H", "H", "H", "H", "H", "H", "H", "H", "H", "H"],
  "positions_angstrom": [[-3.56341, 4.80139, -2.67986], [-2.08575, 3.71518, -3.03621], [-2.45064, 2.42423, -4.33421], [-0.51114, 4.65337, -3.38559], [-1.87101, 2.96479, -1.54434], [-1.63206, 1.66520, -1.04821], [-2.93017, 0.84845, -1.14389], [-4.16466, 1.45975, -0.94587], [-5.33752, 0.72640, -1.13290], [-5.28234, -0.66424, -1.28002], [-4.04702, -1.30990, -1.23911], [-2.86943, -0.55343, -1.20134], [-0.40554, 1.12812, -1.81567], [-0.49258, 0.12291, -2.78498], [0.64984, -0.22826, -3.52820], [1.84326, 0.46752, -3.34141], [1.93651, 1.46486, -2.35955], [0.77913, 1.89041, -1.71110], [-1.39377, 1.63429, 0.53813], [-1.60640, 2.94868, 1.31845], [-0.53822, 3.05746, 2.39822], [0.58277, 2.14136, 1.92460], [-0.03328, 1.04475, 1.05088], [-3.90957, 5.37878, -3.55744], [-4.40114, 4.18169, -2.32124], [-3.31962, 5.50262, -1.86609], [-2.87624, 2.87252, -5.25181], [-1.54482, 1.87290, -4.63402], [-3.18173, 1.68828, -3.96008], [-0.54236, 5.20609, -4.34161], [-0.32482, 5.38498, -2.58353], [0.35980, 3.98185, -3.42380], [-4.18525, 2.51893, -0.67138], [-6.28928, 1.25040, -1.17949], [-6.18570, -1.24466, -1.42238], [-3.99303, -2.39668, -1.25879], [-1.90415, -1.06757, -1.19284], [-1.43617, -0.38896, -2.97772], [0.54670, -1.00264, -4.30352], [2.71219, 0.24507, -3.97875], [2.89721, 1.96274, -2.15467], [0.77577, 2.82797, -1.12692], [-2.11449, 0.91007, 0.92819], [-1.48710, 3.82431, 0.65833], [-2.62694, 2.96617, 1.73579], [-0.14986, 4.08805, 2.39810], [-0.92508, 2.89213, 3.41999], [1.29370, 2.76039, 1.37012], [1.07511, 1.64072, 2.75842], [0.50678, 0.81426, 0.20031], [5.47077, -6.87754, 1.82384], [5.33242, -5.73534, 1.99889], [4.99520, -3.85952, 2.05363], [3.51064, -4.22146, 0.96203], [2.70568, -4.59732, 0.20009], [6.05359, -3.79876, 0.46667], [6.59338, -3.89422, -0.55850], [6.12746, -3.43910, 3.82187], [4.84927, -3.92632, 4.14424], [3.70634, -3.24096, 3.68337], [3.82181, -1.98263, 3.02710], [2.66507, -1.11135, 2.69838], [1.62549, -0.59188, 2.24900], [0.20400, -0.15159, 2.05656], [-0.72434, -1.30606, 1.67065], [-2.04745, -1.19943, 2.06546], [-2.93031, -2.24895, 1.82127], [-2.47405, -3.43135, 1.25290], [-1.13496, -3.57322, 0.90808], [-0.22401, -2.51892, 1.14780], [5.06866, -1.75159, 2.41732], [6.23743, -2.41017, 2.87496], [7.03794, -3.90885, 4.20707], [4.70075, -4.85777, 4.70563], [2.70386, -3.66199, 3.87677], [-0.14378, 0.33027, 3.01303], [-2.41715, -0.32736, 2.60614], [-3.95322, -2.14424, 2.15882], [-3.14610, -4.27330, 1.12372], [-0.74607, -4.52760, 0.54824], [0.86226, -2.66927, 0.96544], [5.12008, -1.00577, 1.61567], [7.20286, -2.16016, 2.41285]],
  "atomic_forces_ev_per_a": [[-0.0727, 0.1835, -0.0758], [-0.2739, -0.1440, -0.1290], [-0.0489, -0.2051, -0.3474], [0.1796, 0.2545, -0.0855], [0.3858, -0.3090, 1.6117], [-0.1560, -0.0609, -0.5335], [0.4222, -0.9055, 0.1378], [0.0562, 0.2384, -0.4590], [0.0933, -0.2247, 0.1487], [0.2642, 0.3148, -0.0609], [0.2146, 0.3780, -0.0604], [-0.5015, -0.1451, 0.0996], [-0.4656, 0.4539, -0.6260], [0.7775, -0.2574, 0.1475], [-0.5238, 0.3874, -0.2249], [0.3747, -0.3938, 0.1318], [0.0270, 0.3803, -0.4485], [0.0516, -0.5457, 0.5227], [-0.4885, -0.5369, 1.2896], [-0.2225, 0.4937, -0.6095], [-0.1249, 0.4424, 0.2470], [0.5303, 0.9260, -0.1949], [1.9428, 0.9027, 0.8696], [0.1782, -0.2298, 0.4202], [0.2301, 0.1615, -0.2351], [-0.0685, -0.0930, -0.2910], [0.1765, -0.1182, 0.4182], [-0.2629, 0.2031, 0.0850], [0.1703, 0.2336, -0.1087], [-0.0590, -0.2147, 0.3763], [-0.0577, -0.1373, -0.2276], [-0.2721, 0.1174, -0.0558], [-0.1582, -0.2982, -0.4759], [0.1147, -0.1695, 0.2521], [-0.0033, 0.1006, 0.0638], [-0.0094, 0.2231, -0.0870], [-0.4520, 0.1334, 0.0830], [0.4772, 0.2468, -0.0023], [0.2084, 0.4797, 0.3997], [-0.4094, -0.0063, 0.4965], [-0.5945, -0.1077, -0.3701], [0.0688, -0.6717, -0.1073], [0.2317, 0.2019, -0.2923], [-0.3198, -0.5647, -0.0316], [0.4298, 0.0638, -0.2592], [-0.1210, -0.3905, 0.2007], [0.2962, -0.4038, -0.4923], [0.0003, -0.4818, -0.1809], [0.3726, 0.5961, -0.3525], [0.1436, 0.3999, 0.2624], [-0.5803, 4.5809, 0.8105], [1.2405, -7.2972, -0.6319], [1.1137, -0.6453, -0.5178], [-5.1945, -1.0320, -4.4174], [2.9639, 1.2528, 2.8488], [2.1788, -0.2936, -5.0147], [-1.7332, 0.5302, 3.7975], [1.0171, 0.2232, 0.7149], [-0.3484, -0.1097, 1.1009], [-1.5146, 0.3068, 0.3509], [-1.9342, 1.7149, 0.1292], [-1.6566, -0.2426, -1.1320], [1.9035, -0.9134, 1.0614], [-1.9515, -0.5885, -0.1323], [1.3215, -0.5538, 0.7269], [-0.6004, -0.4216, -0.1534], [0.1981, 0.1667, 0.3065], [0.0401, -0.0403, -0.0717], [0.9684, 0.5155, 0.3664], [-0.5807, -0.0802, -0.2377], [0.0448, 1.0678, -0.7050], [0.9651, 0.7619, 0.1935], [-0.4246, 0.0223, -0.2085], [0.2608, 0.5137, -0.1735], [0.6693, 0.3772, 0.1274], [0.1753, -1.0152, -0.7723], [0.1664, -0.1275, -0.1629], [-0.0312, -0.1147, -0.1299], [0.0027, 0.1403, -0.0368], [-0.2308, 0.2930, -0.0210], [-0.9966, 0.2812, 0.0320], [0.2215, -0.1427, 0.5560], [-0.4265, -0.0316, 0.5570]],
  "mulliken_spin": [0.000, 0.000, 0.000, 0.000, 0.000, -0.001, 0.000, 0.000, 0.000, 0.000, 0.000, 0.000, 0.001, 0.000, 0.000, 0.000, 0.000, -0.002, 0.006, 0.001, 0.000, 0.001, 0.002, 0.000, 0.000, 0.000, 0.000, 0.000, 0.000, 0.000, 0.000, 0.000, 0.000, 0.000, 0.000, 0.000, 0.000, 0.000, 0.000, 0.000, 0.000, 0.000, -0.003, 0.000, 0.000, 0.000, 0.000, 0.001, 0.001, 0.006, 0.134, -0.086, 2.775, -0.069, 0.093, -0.106, 0.048, -0.050, 0.065, -0.139, 0.260, -0.022, 0.154, -0.013, -0.006, 0.001, 0.000, 0.000, 0.003, 0.013, -0.060, 0.004, -0.009, -0.009, -0.005, 0.009, 0.000, 0.000, 0.000, 0.000, 0.008, -0.003, -0.004]
}

Max |F| list, top to bottom, in eV/Å: 2.3, 7.4